DFT (the ωB97M-V functional and the def2-TZVPD basis) results for 2 unconnected molecules or ions with the total composition C3H8NO2.

The geometry in XYZ format:
```
14
Properties=species:S:1:pos:R:3
O -3.154 -0.886 0.367
O -1.736 0.623 1.318
N 2.709 0.969 -0.318
C 0.833 -0.467 -0.781
C 1.476 0.694 -0.886
C -2.169 -0.528 1.169
H -1.610 -1.360 1.550
H 0.084 -0.862 -1.369
H 3.481 0.283 -0.089
H -2.235 1.317 0.788
H -3.358 -1.894 0.200
H 1.108 1.449 -1.527
H 3.217 1.894 -0.274
H 1.355 -1.231 -0.146
```

## Properties
HOMO level = -0.418 hartree
total charge = +1
ΔE to the lowest compared entry with this formula, charge and spin = 3.6280 eV
molecular weight = 90.1 g mol⁻¹
electronic energy = -323.99395 hartree

Results of the Löwdin charge analysis, in e, for atoms 1 through 5:
1 O 0.18
2 O 0.27
3 N 0.02
4 C -0.06
5 C -0.30

***

DFT (the ωB97M-V functional and the def2-TZVPD basis) results for a molecular structure, C29H29NO5S2.

The geometry in XYZ format:
```
66
Properties=species:S:1:pos:R:3
S -1.112 -1.595 0.572
S -2.301 0.690 -0.468
O -3.062 -0.420 -1.016
O -2.134 -1.817 1.568
O 3.022 1.816 -4.171
O 0.360 -1.825 1.140
O -2.024 1.836 -1.297
N 2.600 -1.304 0.866
C 1.907 0.910 -0.800
C -0.081 2.363 0.738
C 1.349 -1.370 0.121
C 1.701 -0.007 -3.403
C 0.146 3.370 1.673
C 0.093 1.726 3.444
C 2.728 -0.607 2.119
C -4.855 0.553 2.712
C -0.267 0.735 2.525
C -1.474 -4.563 -2.830
C 2.357 1.222 -3.148
C -1.344 -2.288 -2.077
C 3.998 2.838 -3.858
C -1.180 -2.729 -0.770
C -1.184 -4.094 -0.470
C -1.493 -3.200 -3.117
C 3.824 -1.846 0.328
C -4.754 1.825 3.275
C -3.118 2.413 1.602
C 1.396 -0.377 -1.024
C -1.312 -5.008 -1.514
C 2.380 1.708 -1.824
C 1.387 -0.850 -2.353
C -0.689 -0.009 0.123
C -3.845 2.742 2.745
C -0.303 1.015 1.150
C -3.229 1.145 1.026
C -4.130 0.225 1.567
C 0.288 3.043 3.027
H -1.103 -4.405 0.569
H 4.437 -1.081 -0.184
H 3.381 0.277 2.008
H -4.311 -0.738 1.093
H 4.423 -2.252 1.161
H -5.394 2.106 4.114
H -5.523 -0.194 3.139
H -1.597 -5.279 -3.642
H -1.627 -2.821 -4.131
H 0.549 3.826 3.743
H 4.574 2.921 -4.779
H -2.449 3.154 1.167
H 3.498 3.789 -3.634
H 1.155 -1.902 -2.540
H 1.934 1.295 0.223
H 3.176 -1.274 2.873
H 1.436 -2.328 -0.417
H -3.712 3.725 3.205
H -0.057 2.610 -0.328
H -1.304 -6.072 -1.284
H 3.609 -2.650 -0.388
H 1.604 -0.333 -4.436
H -0.600 -0.239 2.906
H 4.653 2.556 -3.020
H 0.189 1.449 4.498
H 2.841 2.667 -1.579
H 0.192 4.403 1.318
H 1.760 -0.247 2.469
H -1.380 -1.230 -2.304
```

## Properties
HOMO level = -0.268 hartree
ΔE to the lowest compared entry with this formula, charge and spin = 2.4210 eV
molecular weight = 535.7 g mol⁻¹
electronic energy = -2349.56260 hartree

Results of the Löwdin charge analysis, in e, for atoms 1 through 5:
1 S 0.90
2 S 0.71
3 O -0.35
4 O -0.25
5 O -0.09